(1)
C19H20N6O3S as an isolated structure, computed with ωB97M-V/def2-TZVPD.

Positions of all 49 atoms, in Å:
O 0.23869 0.12893 -2.51655
C -0.53275 -0.54206 -2.09703
N -0.38094 -1.34586 -1.12463
C 0.67570 -1.80229 -0.41821
C 1.79210 -1.16319 -0.57956
C 2.82482 -1.46113 0.36150
C 2.76082 -2.67762 1.22372
C 1.67814 -3.29372 0.97242
C 0.52694 -2.90255 0.28885
H -0.28620 -3.56145 0.41417
H 1.61494 -4.01816 1.70466
H 3.62026 -2.75953 1.51183
N 4.07772 -0.80326 0.21183
C 4.24584 0.78095 0.02792
O 3.34442 1.42278 -0.53222
C 5.54421 1.11569 0.30129
C 6.19854 2.21846 -0.01513
C 7.48970 2.22878 0.36199
C 7.81682 1.11023 0.64641
O 6.53862 0.35444 0.77037
H 8.53439 0.48222 0.97904
H 8.14802 3.14934 0.37653
H 5.63458 3.34787 -0.39168
H 4.79565 -1.03516 0.90130
H 1.79126 0.08656 -1.25567
H -1.29415 -1.92367 -0.81842
C -2.12954 -0.60134 -2.56399
H -2.12737 0.27408 -3.54604
H -2.71405 -1.41957 -2.52933
S -3.09142 0.57807 -1.35695
C -3.50876 -0.43030 -0.26104
N -3.19003 -1.84005 -0.31268
N -3.65540 -2.28826 0.93593
N -4.36293 -1.59057 1.53836
N -4.30445 -0.37111 0.89831
C -4.85792 1.09402 1.42042
H -5.32446 0.59586 2.15974
C -5.97011 1.44923 0.68379
C -5.91416 2.98613 0.61259
C -4.51260 3.32628 0.81263
H -3.85509 3.06639 -0.10836
C -4.03603 2.12021 1.83487
H -3.99338 2.29596 2.67555
H -2.93214 1.60884 1.35857
H -4.27571 4.23105 1.07920
H -6.24808 3.17055 1.50369
H -6.26477 3.36835 -0.19373
H -5.56597 1.02425 -0.56902
H -6.92657 1.11051 0.52730

Cartesian forces (eV/Å) of the 6 atoms listed first:
7.271 7.871 -5.918
-9.368 -4.787 1.645
-5.800 -5.634 3.846
-3.058 0.315 -2.023
6.535 7.010 0.465
0.596 -0.312 -1.725

Output
* DFT total energy: -1687.76049 Ha
* max |F|: 18.67 eV/Å
* E_LUMO: -0.159 eV
* M: 412.47 g mol⁻¹

Here are the natural (NBO) charges for atoms 1 to 4, given in e: O -0.5569; C 0.7127; N -0.6306; C 0.1091



(2)
A 3-piece molecular cluster, C23H54N5O4 overall, computed with ωB97M-V/def2-TZVPD.

Positions of all 86 atoms, in Å:
C -2.68233 -0.94148 4.06561
O -2.92924 0.13757 3.18393
C -4.18327 0.06595 2.52935
C -4.00619 -0.21627 1.04751
C -3.42809 1.00125 0.29334
C -2.14261 0.75805 -0.48203
O -1.81205 1.99381 -1.06013
C -0.98291 0.31523 0.44151
C -0.64309 -1.17351 0.40645
C 0.50915 -1.51019 1.35199
C 0.81400 -3.01196 1.38553
C -0.27882 -3.86360 2.02269
N -1.35211 -4.21239 1.07879
C -0.31222 -1.63917 -1.02893
C -0.96168 -0.72331 -2.05571
N -2.31854 -0.30915 -1.55043
N -3.25660 0.13768 -2.53010
C -4.14580 -0.68400 -2.98536
C -3.82399 -2.02547 -3.59263
C -5.58152 -0.28417 -2.89819
H -3.44912 -0.99352 4.84068
H -1.71558 -0.75747 4.52931
H -2.61808 -1.89203 3.52327
H -4.83561 -0.66850 3.00844
H -4.67392 1.03616 2.64654
H -5.01066 -0.40285 0.65420
H -3.44155 -1.13949 0.89404
H -4.17649 1.44508 -0.35919
H -3.14872 1.75884 1.02537
H -1.66916 1.93371 -2.01052
H -0.10641 0.87901 0.11317
H -1.20928 0.63629 1.45686
H -1.49714 -1.77517 0.72685
H 0.30202 -1.16365 2.36641
H 1.38745 -0.99422 0.95594
H 1.70488 -3.12523 2.00919
H 1.09310 -3.38200 0.39747
H -0.69847 -3.34942 2.88870
H 0.18536 -4.77938 2.40347
H -1.06118 -4.95296 0.45746
H -2.20221 -4.47264 1.55640
H -0.72193 -2.64375 -1.16021
H 0.76246 -1.68269 -1.21719
H -1.02547 -1.17344 -3.04066
H -0.35646 0.17664 -2.16177
H -2.71442 -1.12684 -1.07872
H -3.84346 -2.80645 -2.82112
H -2.81032 -2.01408 -3.98209
H -4.53900 -2.27429 -4.36989
H -5.85476 -0.36557 -1.84435
H -6.21718 -0.96235 -3.46392
H -5.76164 0.72881 -3.25738
C 1.45372 5.67319 1.74618
C 0.82614 4.35271 1.31343
C 1.84993 3.23904 1.05906
O 2.55621 3.34191 -0.16229
C 3.68359 4.20367 -0.14308
N -0.03753 4.59303 0.15559
H 1.90876 6.19672 0.90540
H 0.68969 6.32950 2.16031
H 2.21736 5.51941 2.51079
H 0.18927 4.00528 2.13414
H 1.30366 2.29269 0.99694
H 2.55400 3.14897 1.89730
H 4.18561 4.17900 0.82838
H 3.40903 5.23240 -0.38422
H 4.37380 3.84840 -0.90756
H -0.54792 3.74509 -0.07571
H 0.55967 4.75722 -0.65048
C 6.39606 -0.51070 -1.24859
C 5.04206 0.00187 -0.77140
C 4.14995 -1.07494 -0.14313
O 3.50835 -1.94136 -1.06510
C 4.29279 -3.03500 -1.51138
N 4.36719 0.68288 -1.87896
H 6.30981 -1.07116 -2.18011
H 7.06487 0.32764 -1.43717
H 6.86405 -1.15398 -0.50120
H 5.22709 0.74245 0.01302
H 3.33545 -0.55630 0.37019
H 4.69139 -1.65750 0.61334
H 4.95272 -3.39923 -0.71929
H 4.89077 -2.77293 -2.38663
H 3.60943 -3.83566 -1.79385
H 3.51563 1.11269 -1.52297
H 4.04826 -0.02842 -2.53097

Cartesian forces (eV/Å) of the 6 atoms listed first:
0.209 0.099 -0.148
-0.021 0.049 0.025
0.127 0.053 0.152
-0.637 0.246 -0.323
-0.001 -0.555 0.185
0.069 0.882 0.875

Output
* DFT total energy: -1483.13551 Ha
* max |F|: 2.79 eV/Å
* E_LUMO: -3.506 eV
* charge: +1
* M: 464.72 g mol⁻¹

Here are the Löwdin charges for atoms 1 to 4, given in e: C -0.0933; O -0.1962; C -0.2203; C -0.1423